Record 1
Computed, not measured: one molecule with the formula CH2FNO2 at a distorted geometry, with ωB97M-V with the def2-TZVPD basis set.

```
7
Properties=species:S:1:pos:R:3:forces:R:3
C 0.068 1.035 0.294 -0.6 -2.5 3.3
N -0.127 -0.166 -0.349 0.5 -0.8 -1.2
O 0.530 2.044 -0.105 0.1 0.9 -0.8
O -0.530 -1.336 0.233 -0.4 0.2 -0.4
F 0.166 -0.301 -1.720 -0.3 0.1 1.3
H -0.264 0.771 1.419 0.6 0.8 -2.0
H 0.157 -2.048 0.228 0.1 1.3 -0.2
```
Positions in Å, forces in eV/Å.

Computed properties:
Relative energy (zero: lowest compared OMol25 entry of this formula, charge and spin) ... 59.4 kcal/mol
HOMO-LUMO gap ... 10.617 eV
SMILES ... O=CN(O)F
E ... -344.25386 Eh
Multiplicity ... 1

Results of the natural (NBO) charge analysis, in e, for atoms 1 through 6: 0.49, 0.16, -0.54, -0.51, -0.21, 0.13

Record 2
Computed, not measured: C3H12N4 as an isolated structure at a distorted geometry, with ωB97M-V with the def2-TZVPD basis set.

```
19
Properties=species:S:1:pos:R:3:forces:R:3
C 0.833 -0.412 -0.260 1.4 -2.2 -0.8
C 1.529 0.367 -1.278 -1.3 0.9 -1.0
C -0.991 0.546 1.566 -1.5 0.8 1.7
N -0.069 -1.305 -0.660 1.1 0.1 3.7
N -0.103 0.991 0.557 0.4 0.0 2.1
N -0.555 -2.179 0.347 0.4 -2.0 -0.5
N -0.499 1.897 -0.129 -2.3 3.1 -3.3
H 1.410 -0.735 0.605 -0.2 0.2 0.1
H 0.763 0.887 -1.920 1.1 -0.8 0.0
H 2.173 -0.276 -1.830 0.3 -0.5 -0.8
H 2.158 1.095 -0.843 0.7 0.9 0.6
H -1.005 -0.523 1.503 0.3 -0.9 0.9
H -0.637 1.017 2.596 -0.4 -1.3 -2.0
H -2.065 0.829 1.382 1.0 0.3 0.2
H -0.638 -1.079 -1.426 -1.2 -0.2 -1.5
H -1.120 -2.981 -0.051 0.7 1.3 0.3
H 0.263 -2.646 0.861 -1.3 1.0 -1.1
H -1.563 2.062 -0.197 1.6 0.5 0.4
H 0.114 2.444 -0.823 -0.7 -1.1 1.2
```
Positions in Å, forces in eV/Å.

Computed properties:
Relative energy (zero: lowest compared OMol25 entry of this formula, charge and spin) ... 142.2 kcal/mol
HOMO-LUMO gap (alpha / beta) ... 7.475 / 7.473 eV
Total charge ... +2
E ... -339.70567 Eh
Multiplicity ... 1

Results of the natural (NBO) charge analysis, in e, for atoms 1 through 6: 0.18, -0.68, -0.51, -0.26, 0.08, -0.62

Record 3
Computed, not measured: a 2-piece molecular cluster, C4H5BrS overall at a distorted geometry, with ωB97M-V with the def2-TZVPD basis set.

```
11
Properties=species:S:1:pos:R:3:forces:R:3
C -0.199 0.954 -0.232 -0.9 -5.0 0.8
C -0.300 2.132 -0.435 0.3 1.1 0.0
C 0.640 -1.568 0.909 0.1 -0.1 0.1
C -0.514 -1.152 0.070 0.8 4.0 -0.8
S -0.150 3.820 -0.589 -0.2 -0.2 0.0
Br -0.573 -1.857 -1.683 -0.1 -0.1 0.1
H 0.619 -1.041 1.861 0.0 0.0 0.0
H 1.584 -1.365 0.406 -0.1 0.0 0.0
H 0.585 -2.643 1.100 -0.1 0.0 0.0
H -1.495 -1.094 0.518 0.0 0.0 0.0
H -0.198 3.813 -1.926 0.0 0.2 -0.1
```
Positions in Å, forces in eV/Å.

Computed properties:
Relative energy (zero: lowest compared OMol25 entry of this formula, charge and spin) ... 68.8 kcal/mol
HOMO-LUMO gap ... 8.677 eV
E ... -3127.45079 Eh
Multiplicity ... 1

Results of the natural (NBO) charge analysis, in e, for atoms 1 through 6: -0.08, -0.37, -0.69, -0.11, 0.07, 0.11

Record 4
Computed, not measured: one molecule with the formula C12H12N2O at a distorted geometry, with ωB97M-V with the def2-TZVPD basis set.

```
27
Properties=species:S:1:pos:R:3:forces:R:3
C -3.977 -0.019 -0.199 0.4 0.5 -1.2
C -3.417 -0.621 0.877 3.2 1.4 -1.3
C -3.184 0.505 -1.202 -3.0 0.1 -1.4
C -1.977 -0.578 0.948 -2.0 0.4 -0.8
C -1.857 0.487 -1.170 1.4 1.1 -2.8
C -1.220 -0.033 -0.079 0.8 -0.2 1.2
C 2.301 -1.263 -0.015 1.3 0.7 -0.4
C 2.498 1.095 0.133 0.3 -1.5 -0.4
C 3.213 -0.187 -0.114 -7.7 -0.4 1.4
C 0.263 -0.052 0.042 2.9 0.4 1.0
C 2.979 -2.652 -0.003 -2.4 0.4 0.1
C 0.479 2.383 0.458 -2.4 -3.3 1.6
N 0.889 -1.173 -0.069 1.2 -1.5 -0.2
N 1.056 1.048 0.396 0.3 -0.4 -1.7
O 3.033 2.170 0.155 0.4 1.1 0.1
H -4.995 0.145 -0.408 -1.4 -0.4 0.6
H -4.066 -0.888 1.615 -1.1 -1.2 2.3
H -3.719 0.876 -2.107 0.6 -0.1 0.8
H -1.473 -0.866 1.815 0.6 -0.8 1.2
H -1.470 0.892 -2.146 0.8 -0.5 1.5
H 4.215 -0.323 -0.161 2.8 0.0 -0.1
H 3.977 -2.454 0.321 0.6 -0.6 0.5
H 3.016 -2.936 -1.036 0.1 -0.5 -0.7
H 2.391 -3.469 0.530 1.0 1.3 -0.4
H 1.139 2.969 0.976 1.1 1.5 1.9
H 0.432 2.802 -0.474 -0.6 1.0 -2.6
H -0.524 2.144 0.918 0.9 1.3 -0.4
```
Positions in Å, forces in eV/Å.

Computed properties:
Relative energy (zero: lowest compared OMol25 entry of this formula, charge and spin) ... 28.9 kcal/mol
HOMO-LUMO gap ... 9.277 eV
SMILES ... Cc1cc(=O)n(C)c(-c2ccccc2)n1
E ... -649.17123 Eh
Multiplicity ... 1

Results of the natural (NBO) charge analysis, in e, for atoms 1 through 6: -0.20, -0.20, -0.20, -0.15, -0.19, -0.12

Record 5
Computed, not measured: one molecule with the formula C11H14BrNO3S2 at a distorted geometry, with ωB97M-V with the def2-TZVPD basis set.

```
32
Properties=species:S:1:pos:R:3:forces:R:3
C -2.082 2.542 2.427 3.5 2.8 0.5
H -3.060 2.847 1.999 0.6 -0.7 0.5
O -1.347 1.563 1.660 -2.7 -0.7 10.7
C -1.190 1.664 0.472 2.2 1.4 -6.6
C -1.568 2.887 -0.168 8.0 -12.5 -7.6
C -1.362 2.673 -1.577 0.0 -0.4 1.1
C -0.825 1.513 -2.141 1.3 2.9 -2.2
C -0.161 0.580 -1.423 -4.1 4.0 4.7
C -0.429 0.527 -0.051 -1.8 3.8 -3.8
C -0.186 -0.610 0.752 1.6 -4.1 -0.9
N 1.010 -1.664 0.158 -0.4 7.9 3.1
S 2.463 -0.877 -0.210 -5.6 5.3 -4.9
O 2.260 0.703 0.251 1.8 -6.9 -1.5
O 2.578 -1.216 -1.725 1.2 1.3 5.0
C 3.567 -1.671 0.792 -13.5 -10.3 3.3
H 3.333 -2.912 0.493 1.3 3.7 0.5
H 4.320 -1.305 0.565 13.6 5.4 -2.9
H 3.143 -1.651 1.803 0.7 0.6 -0.2
C 0.486 -2.654 -0.588 -2.6 -6.3 4.0
C -1.169 -2.741 -0.596 7.9 9.0 2.2
H -1.538 -3.565 -0.503 -3.7 -9.8 0.8
H -1.478 -2.249 -1.415 -1.2 1.7 -2.9
S -1.561 -1.849 0.896 0.0 1.1 0.9
H 0.784 -2.936 -1.491 1.7 0.1 -4.2
H 0.965 -3.513 0.097 -1.9 -0.1 -1.8
H 0.140 -0.259 1.674 0.5 -0.2 2.0
H 0.134 -0.202 -1.846 3.4 -6.3 -3.6
Br -0.153 1.587 -4.193 -1.1 0.0 2.4
H -1.648 3.443 -2.206 -0.5 1.3 -1.4
H -2.114 3.532 0.118 -6.7 8.6 4.2
H -1.964 2.253 3.486 -1.0 -0.4 -0.7
H -1.346 3.561 2.494 -2.1 -2.4 -0.7
```
Positions in Å, forces in eV/Å.

Computed properties:
HOMO-LUMO gap ... 8.251 eV
SMILES ... COc1ccc(Br)cc1[C@H]1SCCN1S(C)(=O)=O
E ... -4077.99342 Eh
Multiplicity ... 1

Results of the natural (NBO) charge analysis, in e, for atoms 1 through 6: -0.28, 0.21, -0.47, 0.41, -0.30, -0.19

Record 6
Computed, not measured: one molecule with the formula C3H4OS2 at a distorted geometry, with ωB97M-V with the def2-TZVPD basis set.

```
10
Properties=species:S:1:pos:R:3:forces:R:3
C 1.466 0.051 -0.153 6.1 3.4 0.0
C -0.886 0.656 -0.107 -1.8 1.0 -1.4
C -0.527 -0.711 0.252 -2.4 -3.2 -2.8
H -1.352 0.556 -1.140 0.5 0.9 1.2
H -1.570 1.037 0.634 -0.5 0.4 -0.1
H -0.361 -0.931 1.260 0.1 -0.2 1.7
H -1.348 -1.501 -0.226 2.3 1.9 1.4
O 0.713 -0.919 -0.433 -0.6 -3.2 0.0
S 3.200 0.189 0.003 -2.9 -1.0 -0.4
S 0.666 1.573 -0.089 -0.7 0.1 0.4
```
Positions in Å, forces in eV/Å.

Computed properties:
Relative energy (zero: lowest compared OMol25 entry of this formula, charge and spin) ... 39.4 kcal/mol
HOMO-LUMO gap ... 8.606 eV
SMILES ... S=C1OCCS1
E ... -988.26948 Eh
Multiplicity ... 1

Results of the natural (NBO) charge analysis, in e, for atoms 1 through 6: 0.08, -0.60, -0.07, 0.23, 0.24, 0.20

> Which value of E does entry 5 give?

-4077.99342 Eh

What did the second record say?
Computed, not measured: C3H12N4 as an isolated structure at a distorted geometry, with ωB97M-V with the def2-TZVPD basis set.

```
19
Properties=species:S:1:pos:R:3:forces:R:3
C 0.833 -0.412 -0.260 1.4 -2.2 -0.8
C 1.529 0.367 -1.278 -1.3 0.9 -1.0
C -0.991 0.546 1.566 -1.5 0.8 1.7
N -0.069 -1.305 -0.660 1.1 0.1 3.7
N -0.103 0.991 0.557 0.4 0.0 2.1
N -0.555 -2.179 0.347 0.4 -2.0 -0.5
N -0.499 1.897 -0.129 -2.3 3.1 -3.3
H 1.410 -0.735 0.605 -0.2 0.2 0.1
H 0.763 0.887 -1.920 1.1 -0.8 0.0
H 2.173 -0.276 -1.830 0.3 -0.5 -0.8
H 2.158 1.095 -0.843 0.7 0.9 0.6
H -1.005 -0.523 1.503 0.3 -0.9 0.9
H -0.637 1.017 2.596 -0.4 -1.3 -2.0
H -2.065 0.829 1.382 1.0 0.3 0.2
H -0.638 -1.079 -1.426 -1.2 -0.2 -1.5
H -1.120 -2.981 -0.051 0.7 1.3 0.3
H 0.263 -2.646 0.861 -1.3 1.0 -1.1
H -1.563 2.062 -0.197 1.6 0.5 0.4
H 0.114 2.444 -0.823 -0.7 -1.1 1.2
```
Positions in Å, forces in eV/Å.

Computed properties:
Relative energy (zero: lowest compared OMol25 entry of this formula, charge and spin) ... 142.2 kcal/mol
HOMO-LUMO gap (alpha / beta) ... 7.475 / 7.473 eV
Total charge ... +2
E ... -339.70567 Eh
Multiplicity ... 1

Results of the natural (NBO) charge analysis, in e, for atoms 1 through 6: 0.18, -0.68, -0.51, -0.26, 0.08, -0.62